This record from OMol25 describes 2 unconnected molecules or ions with the total composition C3H13N2O at a distorted geometry. The level of theory is ωB97M-V with the def2-TZVPD basis set.

LUMO, eV: -3.22
Calculated total energy, eV: -8342.9122
Orbital gap, eV: 11.465
Relative energy (zero: lowest compared OMol25 entry of this formula, charge and spin), kcal/mol: 24.7
Total charge: +1

Cartesian coordinates (Å):
1 N 0.24213 0.77558 -1.42588
2 C 0.81726 -0.46500 -0.68187
3 C -0.19236 -1.58934 -0.51725
4 C 1.18761 0.04795 0.82871
5 N -0.00074 0.32272 1.61218
6 H 0.91773 1.43682 -1.77428
7 H -0.37883 1.27917 -0.74484
8 H -0.30499 0.46283 -2.24119
9 H 1.65064 -0.91115 -1.38614
10 H -1.13895 -1.23618 -0.09833
11 H 0.28500 -2.38744 0.15329
12 H -0.26783 -2.10921 -1.43215
13 H 1.94080 -0.72731 1.18356
14 H 1.78417 0.94472 0.67590
15 H 0.02459 -0.39067 2.33212
16 H 0.19094 1.21038 2.09871
17 H -3.01895 1.17271 0.49834
18 H -1.61112 0.77546 0.72654
19 O -2.12710 1.38795 0.19260

Forces on the atoms, in the same order (eV/Å):
-1.041 -1.068 0.734
1.254 -0.222 0.628
0.859 -0.331 1.146
2.059 -0.989 -3.086
1.229 0.017 0.654
0.706 0.115 0.036
-0.082 -0.361 -0.891
-0.104 0.273 0.454
-1.089 1.401 1.857
0.133 -0.389 -0.207
-0.699 1.335 -0.582
-0.814 -0.481 -1.188
-1.271 0.839 0.081
0.056 0.224 0.234
-0.699 0.093 0.239
-0.444 -0.550 -0.118
-0.153 0.452 -0.431
0.593 -0.133 0.562
-0.494 -0.224 -0.121